i:
Here is an isolated ion of composition C5H10NO and charge +1 from the OMol25 dataset. Energies are from the ωB97M-V functional and the def2-TZVPD basis.

Summary:
Lowest unoccupied orbital energy, eV: -3.75
Frontier orbital gap, eV: 8.415
Spin multiplicity: 1
Total charge: +1
HOMO, Eh: -0.4469

Positions of all 17 atoms, in Å:
O (1.471, -0.200, 2.247)
N (-0.942, -0.186, -1.695)
C (-0.319, -1.877, 0.381)
C (0.332, 1.936, -0.026)
C (0.373, 0.087, 1.712)
C (-0.171, -0.536, -0.372)
C (0.248, 0.532, 0.333)
H (-1.990, -0.334, -1.431)
H (1.226, 2.392, 0.484)
H (-0.744, -0.911, -2.442)
H (-1.337, -2.277, 0.189)
H (0.507, -2.579, 0.173)
H (-0.571, 0.738, -2.044)
H (2.321, 0.134, 2.005)
H (-0.653, 2.422, 0.123)
H (0.447, 2.029, -1.047)
H (-0.197, -1.369, 1.410)



ii:
Here is an isolated ion of composition C5H10NO and charge +1 from the OMol25 dataset. Energies are from the ωB97M-V functional and the def2-TZVPD basis.

Summary:
Lowest unoccupied orbital energy, eV: -4.60
Frontier orbital gap, eV: 9.857
Spin multiplicity: 1
Total charge: +1
SMILES: C=[NH+]CCCC=O
HOMO, Eh: -0.5311

Positions of all 17 atoms, in Å:
O (-0.658, 2.048, 0.974)
N (-0.775, 0.257, -1.107)
C (-0.061, 1.298, 1.735)
C (0.931, 0.228, 1.269)
C (-0.572, 0.519, -2.308)
C (-0.688, -1.101, -0.385)
C (0.632, -1.100, 0.337)
H (-0.516, -0.306, -3.257)
H (0.876, -1.796, 1.050)
H (-0.535, 1.054, -0.425)
H (-0.846, -1.785, -1.229)
H (-0.708, 1.274, 2.801)
H (1.484, -1.116, -0.209)
H (-0.369, 1.555, -2.645)
H (1.900, 0.451, 0.816)
H (-1.418, -1.236, 0.382)
H (1.325, -0.243, 2.201)



Of them, ii has the highest stability.



i:
Here is a 4-piece molecular cluster, C3H8S2 overall from the OMol25 dataset. Energies are from the ωB97M-V functional and the def2-TZVPD basis.

Summary:
Lowest unoccupied orbital energy, eV: -0.21
Frontier orbital gap, eV: 8.212
Spin multiplicity: 1
HOMO, Eh: -0.3097

Positions of all 13 atoms, in Å:
S (-1.431, 0.529, -0.442)
S (1.683, -0.568, -0.355)
C (2.414, 0.900, 0.439)
C (-2.885, -0.181, 0.452)
C (-0.009, -0.739, 0.430)
H (2.841, 1.654, -0.974)
H (-3.826, -0.037, -0.185)
H (3.646, 0.415, 1.372)
H (-0.038, -1.729, 0.312)
H (-2.796, 0.328, 1.403)
H (1.325, 1.748, 1.279)
H (-2.593, -1.340, 0.081)
H (0.283, -0.306, 1.532)



ii:
Here is a single C3H8S2 molecule from the OMol25 dataset. Energies are from the ωB97M-V functional and the def2-TZVPD basis.

Summary:
Lowest unoccupied orbital energy, eV: 0.75
Frontier orbital gap, eV: 8.465
Spin multiplicity: 1
SMILES: CCSSC
HOMO, Eh: -0.2834

Positions of all 13 atoms, in Å:
S (-0.429, 0.313, -1.113)
S (-1.230, 0.708, 0.750)
C (-2.763, -0.304, 0.898)
C (1.283, 0.722, -0.847)
C (2.093, -0.449, -0.239)
H (-3.475, 0.406, 1.283)
H (-2.488, -1.107, 1.562)
H (1.754, 1.059, -1.767)
H (1.498, -1.185, 0.291)
H (2.631, -0.904, -1.071)
H (1.304, 1.583, -0.172)
H (2.829, -0.064, 0.472)
H (-3.008, -0.777, -0.048)



Of them, ii has the highest stability.



i:
Here is a single C3H8S2 molecule from the OMol25 dataset. Energies are from the ωB97M-V functional and the def2-TZVPD basis.

Summary:
Lowest unoccupied orbital energy, eV: 0.68
Frontier orbital gap, eV: 8.635
Spin multiplicity: 1
SMILES: CCSSC
HOMO, Eh: -0.2925

Positions of all 13 atoms, in Å:
S (-0.482, -0.077, -0.509)
S (-0.209, 1.903, 0.140)
C (0.302, 2.693, -1.442)
C (-0.182, -0.916, 1.054)
C (0.017, -2.378, 0.801)
H (0.053, -3.153, 1.565)
H (0.818, -2.582, 0.060)
H (-1.186, -0.812, 1.491)
H (-0.871, -2.658, 0.193)
H (0.948, 1.986, -1.951)
H (0.872, 3.553, -1.111)
H (0.446, -0.467, 1.825)
H (-0.526, 2.909, -2.116)



ii:
Here is a 2-piece molecular cluster, C3H8S2 overall from the OMol25 dataset. Energies are from the ωB97M-V functional and the def2-TZVPD basis.

Summary:
Lowest unoccupied orbital energy, eV: 0.51
Frontier orbital gap, eV: 9.213
Spin multiplicity: 1
SMILES: C=C.CSS
HOMO, Eh: -0.3200

Positions of all 13 atoms, in Å:
S (-0.702, -0.952, 1.801)
S (-2.276, -1.154, 0.461)
C (0.800, 2.994, -1.656)
C (0.952, 1.712, -1.389)
C (0.155, -2.507, 1.454)
H (-0.416, -3.352, 1.839)
H (-3.216, -1.031, 1.391)
H (0.626, 1.355, -0.420)
H (0.105, -2.650, 0.371)
H (1.298, 1.026, -2.145)
H (0.379, 3.600, -0.869)
H (1.190, -2.494, 1.752)
H (1.103, 3.452, -2.590)



Of them, i has the highest stability.



i:
Here is C3H8S2 as an isolated structure from the OMol25 dataset. Energies are from the ωB97M-V functional and the def2-TZVPD basis.

Summary:
Lowest unoccupied orbital energy, eV: 0.70
Frontier orbital gap, eV: 9.136
Spin multiplicity: 1
HOMO, Eh: -0.3100

Positions of all 13 atoms, in Å:
S (1.075, -0.540, 0.619)
S (-0.170, 1.668, -1.028)
C (-0.151, 0.866, 0.610)
C (-0.159, 0.635, -2.597)
C (0.191, -1.392, 2.082)
H (0.483, -2.664, 1.747)
H (-1.231, 0.438, 1.048)
H (0.406, 1.920, 1.228)
H (-0.918, -0.338, -2.557)
H (0.598, -0.824, 3.132)
H (1.068, 0.078, -2.497)
H (-0.301, 1.438, -3.364)
H (-0.891, -1.285, 1.576)



ii:
Here is a 2-piece molecular cluster, C3H8S2 overall from the OMol25 dataset. Energies are from the ωB97M-V functional and the def2-TZVPD basis.

Summary:
Lowest unoccupied orbital energy, eV: 0.74
Frontier orbital gap, eV: 9.587
Spin multiplicity: 1
SMILES: C=C.CSS
HOMO, Eh: -0.3251

Positions of all 13 atoms, in Å:
S (0.958, -0.674, 1.316)
S (1.217, -0.207, -0.604)
C (1.461, 1.660, -0.670)
C (-2.692, -0.467, 0.072)
C (-3.249, 0.331, -0.822)
H (-3.323, -0.645, 0.913)
H (-0.380, -0.899, 1.237)
H (2.541, 2.018, -0.691)
H (0.883, 2.277, 0.009)
H (-1.863, -1.248, -0.216)
H (0.943, 1.740, -1.696)
H (-3.867, 1.222, -0.527)
H (-2.850, 0.479, -1.900)



Of them, ii has the highest stability.



i:
Here is a single C5H6O3 molecule from the OMol25 dataset. Energies are from the ωB97M-V functional and the def2-TZVPD basis.

Summary:
Lowest unoccupied orbital energy, eV: 0.86
Frontier orbital gap, eV: 10.180
Spin multiplicity: 1
SMILES: C[C@H]1OC=COC1=O
HOMO, Eh: -0.3425

Positions of all 14 atoms, in Å:
O (0.513, -1.112, -0.434)
O (1.022, 1.724, -0.541)
O (-1.373, 1.906, 0.018)
C (-0.311, 1.274, -0.031)
C (1.968, 0.880, 0.006)
C (1.805, -0.530, -0.098)
C (-0.440, -0.321, 0.428)
C (-1.810, -0.648, -0.291)
H (2.879, 0.976, 0.739)
H (-1.985, -0.331, -1.339)
H (-2.775, -0.299, 0.230)
H (2.582, -1.400, 0.117)
H (-1.814, -1.620, -0.241)
H (-0.260, -0.500, 1.437)



ii:
Here is a single C5H6O3 molecule from the OMol25 dataset. Energies are from the ωB97M-V functional and the def2-TZVPD basis.

Summary:
Lowest unoccupied orbital energy, eV: -1.21
Frontier orbital gap, eV: 9.476
Spin multiplicity: 1
SMILES: C/C(=C/C=O)C(=O)O
HOMO, Eh: -0.3926

Positions of all 14 atoms, in Å:
O (0.026, -2.289, 0.009)
O (2.112, -1.535, -0.173)
O (-2.504, -1.197, 0.133)
C (-2.210, 0.017, -0.146)
C (1.556, 1.055, 0.127)
C (0.928, -1.300, -0.036)
C (0.370, 0.198, -0.098)
C (-0.859, 0.652, -0.191)
H (-3.043, 0.653, -0.385)
H (2.159, 1.234, -0.835)
H (2.145, 0.579, 0.897)
H (-0.865, 1.760, -0.133)
H (1.162, 2.196, 0.668)
H (-0.976, -2.024, 0.165)



iii:
Here is a single C5H6O3 molecule from the OMol25 dataset. Energies are from the ωB97M-V functional and the def2-TZVPD basis.

Summary:
Lowest unoccupied orbital energy, eV: 0.02
Frontier orbital gap, eV: 10.047
Spin multiplicity: 1
SMILES: O=C1C=CCOCO1
HOMO, Eh: -0.3686

Positions of all 14 atoms, in Å:
O (-0.535, 1.491, 0.182)
O (0.757, 0.645, -1.449)
O (-2.309, 0.638, 1.543)
C (0.049, -0.632, -1.379)
C (-0.172, -0.641, 1.264)
C (0.239, -1.193, 0.039)
C (0.786, 1.219, -0.175)
C (-1.086, 0.587, 1.132)
H (-1.144, -0.355, -1.280)
H (1.403, 0.706, 0.530)
H (0.982, 2.152, -0.407)
H (0.055, -1.275, 2.218)
H (0.664, -2.259, 0.208)
H (0.313, -1.084, -2.428)



Of them, ii has the highest stability.



i:
Here is a single C5H6O3 molecule from the OMol25 dataset. Energies are from the ωB97M-V functional and the def2-TZVPD basis.

Summary:
Lowest unoccupied orbital energy, eV: 0.47
Frontier orbital gap, eV: 8.681
Spin multiplicity: 1
SMILES: CC(=O)OC(C)=C=O
HOMO, Eh: -0.3019

Positions of all 14 atoms, in Å:
O (-2.635, 1.093, -0.046)
O (0.495, -0.348, -0.068)
O (-0.773, -0.679, 1.831)
C (-0.478, -0.397, -2.321)
C (-0.599, -0.054, -0.867)
C (-1.595, 0.638, -0.323)
C (0.207, -0.216, 1.314)
C (1.441, 0.286, 2.001)
H (-0.287, -1.471, -2.416)
H (-1.396, -0.145, -2.852)
H (2.127, -0.558, 2.142)
H (0.369, 0.133, -2.767)
H (1.178, 0.678, 2.978)
H (1.946, 1.039, 1.394)



ii:
Here is a single C5H6O3 molecule from the OMol25 dataset. Energies are from the ωB97M-V functional and the def2-TZVPD basis.

Summary:
Lowest unoccupied orbital energy, eV: -0.42
Frontier orbital gap, eV: 8.754
Spin multiplicity: 1
SMILES: O=CC1=C[C@@H](O)CO1
HOMO, Eh: -0.3371

Positions of all 14 atoms, in Å:
O (2.663, 0.632, -1.585)
O (-0.037, -0.562, -1.033)
O (-2.031, 0.770, 1.476)
C (-1.476, -0.686, -0.439)
C (1.978, 0.503, -0.532)
C (0.215, -0.214, 1.124)
C (-1.262, -0.387, 0.976)
C (0.697, -0.066, -0.154)
H (-3.020, 0.388, 1.049)
H (-2.196, 0.037, -0.882)
H (2.554, 1.022, 0.229)
H (-1.967, -1.811, -0.579)
H (-1.570, -1.381, 1.407)
H (0.532, 0.132, 2.062)



Of them, i has the highest stability.